1.
DFT (the ωB97M-V functional and the def2-TZVPD basis) results for C3H8N2OS in the gas phase at a distorted geometry.

Geometry (Å):
H 2.28 0.26 1.30
H -0.84 -0.16 1.16
N -2.52 1.33 0.78
O 1.58 0.96 -0.67
H -2.38 -1.52 -0.32
C -0.63 -0.29 0.12
N -2.74 0.67 -0.20
C -1.99 -0.51 -0.60
H 0.09 -0.94 -0.25
H 3.47 0.67 0.08
H -1.77 -0.66 -1.59
S 0.05 1.35 -0.30
C 2.55 0.94 0.47
H -3.43 0.81 -0.90
H 2.50 1.89 0.82

Computed properties:
spin multiplicity	1
relative energy (zero: lowest compared OMol25 entry of this formula, charge and spin)	515.6	kJ/mol
frontier orbital gap	9.169	eV
total charge	0
largest force on an atom	5.0	eV/Å

Here are the Löwdin charges for atoms 1 to 4, given in e:
1. H 0.0916
2. H 0.0438
3. N 0.0725
4. O -0.6117

***

2.
DFT (the ωB97M-V functional and the def2-TZVPD basis) results for 12 unconnected molecules or ions with the total composition C30H72N4O20S6 at a distorted geometry.

Geometry (Å):
H -3.38 -3.84 6.45
O -1.58 -6.45 0.62
S -3.81 0.36 -6.41
S -4.81 -2.67 4.74
H 8.43 -1.11 -0.60
O -0.96 5.73 1.36
H 1.48 0.71 -5.50
C 0.82 -0.40 -0.58
H -1.92 3.65 3.38
H 3.03 -5.40 2.10
O -5.32 -1.66 5.66
O -3.53 -7.45 1.72
O 1.69 1.72 1.20
O 6.63 -0.35 1.38
O -2.66 0.11 -7.30
C -4.28 -0.01 -3.88
H -3.99 -1.27 0.63
H -2.32 -8.83 -0.70
C -3.99 2.19 -6.33
H 0.99 -6.22 0.16
H -4.26 -3.33 1.92
H -3.23 -1.03 -2.22
C -0.23 2.00 -4.94
H -0.23 -1.51 -5.33
C -0.20 1.64 4.95
H 1.49 -0.89 0.13
H -3.25 -4.54 4.82
H 5.13 2.03 -3.98
H -0.30 -2.20 -0.45
H -1.31 -2.73 -5.90
H 1.44 0.11 -1.31
H -2.43 -3.08 5.12
O -0.74 2.16 1.88
C 2.86 4.69 2.23
H 4.20 -6.04 0.89
C 0.07 -1.54 -1.23
C 4.09 0.27 2.13
H 5.42 -1.19 0.01
H 3.42 6.60 1.40
H -0.85 1.51 -5.69
S -2.21 5.65 2.08
H 6.04 0.52 -4.05
H -1.09 9.61 4.61
N 3.91 0.19 -1.67
C 4.41 0.54 -2.64
H -2.01 8.30 5.23
C 5.05 0.95 -3.91
O -2.54 7.12 2.78
H -0.75 2.05 -3.98
O -3.91 -5.56 0.04
H 0.18 2.96 -5.23
O -3.41 5.13 1.43
H -4.97 -1.21 -2.18
O 6.28 0.57 3.71
C -1.05 -5.69 -0.47
H 4.73 -4.86 2.05
O -5.09 -0.21 -6.67
O -4.02 -1.83 3.49
C -1.81 8.86 4.31
H -1.01 4.98 4.03
H -4.77 2.59 -6.97
H -1.47 -0.02 4.59
S 5.69 -0.41 2.80
H 3.72 4.40 2.83
H -1.63 -4.80 -0.70
H 3.55 0.55 3.03
S 0.27 1.77 0.87
H 3.58 -0.59 1.69
H 0.51 0.03 -4.29
H -0.53 7.31 3.38
O -3.30 -0.04 -4.88
H -2.50 -0.91 1.62
C 2.75 6.17 2.14
H 1.93 4.30 2.63
H -2.98 -7.42 -1.72
H -1.66 -1.78 -4.32
H 0.78 -2.16 -1.79
H -4.05 -8.55 -0.70
H -4.23 0.92 -3.32
C -0.41 0.23 4.62
H 4.22 1.08 1.41
O 1.82 1.50 -3.64
C -0.94 -2.26 -4.99
N 0.49 -4.05 -3.65
H 0.10 -0.44 5.31
O -0.20 0.35 0.13
C -3.58 -2.61 2.37
H -1.02 8.51 2.31
H 1.77 6.45 1.74
H -3.00 2.63 -6.47
C 0.36 -5.35 0.05
H 2.51 2.03 -4.04
C 0.88 1.00 -4.64
H 0.06 -0.08 3.69
H -2.59 -2.24 0.54
C -4.11 -1.19 -2.85
C -1.40 7.92 3.14
H 1.12 2.67 -1.11
C -3.34 -3.61 5.38
H -0.63 2.33 -1.25
S -3.18 -6.76 0.54
C 0.15 2.76 -0.62
C 7.41 -0.82 -0.85
C -3.09 -8.06 -0.85
H -0.82 -1.31 -1.81
N 3.01 -3.26 -0.10
H 6.57 -2.34 0.66
O -5.61 -3.70 4.17
H -0.07 3.81 -0.42
H -3.96 -2.07 -3.47
H -5.30 -0.08 -4.26
H -2.81 4.92 4.29
H -2.71 9.40 4.03
H -0.93 -6.27 -1.39
C -3.19 -1.68 1.25
H 0.89 -4.72 -0.67
H 7.25 0.23 -1.06
H 4.36 0.58 -4.67
C 3.41 -4.08 0.56
C 6.46 -1.31 0.31
H -2.73 -3.23 2.66
H -4.35 2.35 -5.31
H 3.03 4.24 1.25
O 2.83 6.74 3.46
C 3.88 -5.17 1.45
N -0.03 2.79 5.21
C -1.98 4.71 3.62
H 7.18 -1.39 -1.75
O 5.45 -1.80 3.15
C -0.19 -3.31 -4.27
H 2.61 7.68 3.38
H 0.35 -4.88 1.04

Computed properties:
spin multiplicity	2
frontier orbital gap (alpha / beta)	8.834 / 1.913	eV
total charge	+1
<S²>	0.756
largest force on an atom	5.1	eV/Å

Here are the Löwdin charges for atoms 1 to 4, given in e:
1. H 0.0681
2. O -0.2793
3. S 0.6579
4. S 0.6825

***

3.
DFT (the ωB97M-V functional and the def2-TZVPD basis) results for a molecular structure, C29H34Cl5CsN2O4SeSi2Te.

Geometry (Å):
H 0.93 2.82 4.72
H 2.78 1.38 1.51
H 2.59 0.25 -4.58
Cl -4.70 -2.62 1.09
O -0.44 0.06 1.77
H -0.66 -2.53 -0.08
H 5.88 -0.99 -4.42
H -0.21 -2.74 3.05
C -2.89 -1.01 4.28
C -4.72 -0.76 -3.81
C 2.74 -1.91 -2.08
H 2.46 1.18 -3.09
H 5.67 -2.46 -3.46
C -4.47 1.65 -3.73
N 1.59 3.02 1.94
Si 4.00 -0.74 -2.79
C 0.55 4.99 2.13
Cs -1.68 1.37 -0.60
C 1.62 3.59 0.72
Se 2.38 2.98 -0.82
C 0.83 -2.93 2.79
H -0.25 4.69 5.86
C -5.24 -0.64 -5.09
H -4.62 -1.72 -3.34
Cl -3.14 -0.88 6.00
H 4.56 -2.11 -4.79
C 0.94 3.86 2.84
Te 1.49 -1.05 -0.54
H -5.78 0.64 -6.71
H 1.25 0.99 2.35
C 2.74 -4.43 0.92
O -3.96 3.97 -3.72
H 1.32 -1.96 2.72
H 2.85 -5.00 0.00
H 2.06 -2.25 -2.87
H 3.10 -5.04 1.75
C 3.15 0.64 -3.73
H -0.93 6.69 4.61
C -4.05 2.95 -3.00
H 1.28 -3.50 3.60
H 5.48 -0.81 -0.79
H -0.44 6.91 2.18
C -0.12 -5.43 1.31
C -0.13 6.03 2.74
C 0.67 3.72 4.19
H 2.61 1.74 3.24
C 5.07 -0.02 -1.42
O -2.24 -1.27 0.21
C -3.57 -1.76 2.10
Cl -5.73 -2.09 -5.96
N 0.98 4.79 0.83
H 3.89 1.35 -4.12
H 0.15 -6.05 2.17
C -4.98 1.73 -5.03
H -5.04 2.71 -5.48
C -3.79 -1.68 3.49
Cl -0.58 0.38 4.69
Cl -5.20 -2.41 4.20
C -1.48 -0.47 2.31
C -5.37 0.59 -5.71
H -3.95 0.35 -2.14
C 2.09 1.69 2.28
H 0.43 -3.36 -1.23
C 0.00 4.77 4.81
C 0.37 -2.86 -0.26
H -0.04 -6.04 0.41
C -1.75 -0.42 3.68
H 3.38 -3.54 0.86
Si 0.95 -3.89 1.19
H -1.16 -5.13 1.43
H 3.22 -2.79 -1.65
H 5.89 0.56 -1.84
H 4.48 0.64 -0.77
C -2.46 -1.19 1.46
C 5.13 -1.66 -3.98
C -0.39 5.90 4.10
C -4.36 0.40 -3.14
H 0.83 5.36 0.02
O -3.85 2.83 -1.77

Computed properties:
spin multiplicity	1
relative energy (zero: lowest compared OMol25 entry of this formula, charge and spin)	69.9	kJ/mol
frontier orbital gap	4.971	eV
total charge	-2
largest force on an atom	0.5	eV/Å

Here are the Löwdin charges for atoms 1 to 4, given in e:
1. H 0.0804
2. H 0.0377
3. H 0.0319
4. Cl 0.6132

***

4.
DFT (the ωB97M-V functional and the def2-TZVPD basis) results for 2 unconnected molecules or ions with the total composition C5H10O.

Geometry (Å):
H -0.86 -1.92 0.17
C 0.27 -0.99 0.13
H -0.01 -2.18 0.59
C 0.20 -0.57 -1.35
H -0.12 -1.31 -2.08
H -0.53 1.56 -1.32
H -1.30 0.19 1.22
C -0.77 0.56 -0.95
C -0.44 0.31 0.55
H 1.20 -0.21 -1.63
C 0.57 1.27 1.17
H 1.41 1.46 0.50
H -1.81 0.34 -1.20
H 0.09 2.23 1.40
H 0.97 0.85 2.10
O 1.23 -1.62 0.75

Computed properties:
spin multiplicity	1
relative energy (zero: lowest compared OMol25 entry of this formula, charge and spin)	446.7	kJ/mol
frontier orbital gap	9.892	eV
total charge	0
largest force on an atom	0.3	eV/Å

Here are the Löwdin charges for atoms 1 to 4, given in e:
1. H 0.1939
2. C -0.5362
3. H 0.1872
4. C -0.0971

***

5.
DFT (the ωB97M-V functional and the def2-TZVPD basis) results for a molecular structure, C20H46P4SV at a distorted geometry.

Geometry (Å):
H 3.48 6.80 -1.03
H 2.87 4.52 -1.86
H 2.76 -2.72 -1.16
H 0.40 1.25 2.18
H -3.98 0.36 -0.34
H 0.78 -2.59 3.24
H -3.98 1.63 -1.56
C -2.00 2.75 0.21
H 0.25 -0.45 2.94
C 2.88 6.31 1.04
C -1.47 2.37 -2.39
H -3.49 0.01 -2.03
H -2.33 -1.44 -2.85
P 1.28 -2.58 0.84
S 1.58 2.29 -0.81
H -3.49 -1.75 -0.67
C 3.08 6.05 -0.33
C 2.16 3.81 0.00
C 0.28 -3.06 -2.44
H -2.32 0.42 2.60
H -2.39 2.45 1.21
H -1.42 -3.76 2.08
H -2.31 -3.07 -0.68
H 1.50 -0.97 -3.85
H 1.80 -3.97 2.81
C 1.98 4.08 1.37
C -1.37 -1.09 -3.25
P -1.85 -1.51 1.16
H -2.77 -2.94 2.90
C 2.31 5.34 1.91
H -1.11 -2.50 3.30
C 2.88 -2.77 -0.07
H 2.73 0.56 1.14
H 3.34 -3.74 0.20
H -1.12 -1.71 -4.13
H 1.26 1.46 0.26
H -3.60 -0.82 2.73
C 0.80 0.22 2.23
C 0.59 -4.32 0.63
H 1.58 3.28 1.98
C 2.76 4.78 -0.82
H -3.54 0.29 1.32
H -1.05 3.36 0.30
H 1.25 -3.41 -2.09
H 3.21 7.28 1.44
H -1.47 -0.04 -3.57
H -3.64 -3.07 0.50
P -0.02 -1.30 -2.03
C 1.38 -0.47 -2.87
H 0.25 -3.13 -3.54
C -3.44 0.75 -1.22
H -0.42 -4.33 0.22
P -1.72 1.30 -0.89
H 1.25 -4.91 -0.01
C 2.15 -0.06 1.85
H 0.59 -4.80 1.62
H 2.77 -0.61 2.54
V 0.00 -0.23 0.07
C -2.92 -2.43 -0.03
H 1.16 0.60 -3.01
C 1.65 -2.89 2.64
C -2.94 -0.29 2.02
H -1.65 3.39 -1.99
H 2.17 5.57 2.98
H 3.52 -1.94 0.24
C -1.77 -2.80 2.48
H -0.50 -3.70 -2.02
H -2.76 3.33 -0.35
H -0.45 2.29 -2.83
H -2.27 2.21 -3.17
H 2.55 -2.37 3.01
H 2.30 -0.57 -2.29

Computed properties:
spin multiplicity	2
frontier orbital gap (alpha / beta)	3.777 / 3.656	eV
total charge	+4
<S²>	0.927
largest force on an atom	3.5	eV/Å

Here are the Löwdin charges for atoms 1 to 4, given in e:
1. H 0.1475
2. H 0.1109
3. H 0.0374
4. H 0.0874

***

6.
DFT (the ωB97M-V functional and the def2-TZVPD basis) results for C5H10S2 in the gas phase at a distorted geometry.

Geometry (Å):
S 2.67 0.68 -0.64
C -0.97 -0.32 0.19
H -2.15 -2.06 -0.24
H -1.82 -0.20 0.83
C 1.74 -0.49 0.50
H 2.29 -0.38 1.40
H -2.42 2.12 0.49
H 3.41 1.46 0.21
H 0.16 1.10 -1.37
C -1.26 -1.46 -0.71
H 0.26 0.61 1.67
H -0.32 -1.98 -0.73
C 0.26 -0.06 0.81
H 1.80 -1.50 -0.05
S -1.17 2.53 0.05
H -1.67 -1.09 -1.67
C -0.81 1.03 -0.71

Computed properties:
spin multiplicity	1
relative energy (zero: lowest compared OMol25 entry of this formula, charge and spin)	346.2	kJ/mol
frontier orbital gap	7.591	eV
total charge	0
largest force on an atom	3.8	eV/Å

Here are the Löwdin charges for atoms 1 to 4, given in e:
1. S 0.6514
2. C -0.5242
3. H 0.1151
4. H 0.1113

***

7.
DFT (the ωB97M-V functional and the def2-TZVPD basis) results for a molecular structure, C47H30I4N5NaO2.

Geometry (Å):
H 3.06 -0.71 4.40
C 2.15 5.22 1.75
C 2.88 4.05 1.96
H 3.40 -4.84 4.87
C -0.82 3.65 -4.28
C 1.48 -0.36 2.83
C 2.19 1.60 2.19
C -1.61 -2.10 0.33
H -2.78 -4.26 -1.89
C 2.34 2.79 1.38
H -4.18 0.64 2.92
N -0.73 -1.31 0.95
H -4.68 -0.68 -0.51
C 1.08 2.38 -1.91
I 4.38 8.38 3.71
C -1.80 0.51 -3.63
C -3.27 1.94 0.73
C 0.23 1.86 -2.89
C 0.12 2.63 -4.16
H 3.05 4.73 -0.67
H 2.03 4.13 -3.03
H 1.21 5.16 1.21
C 0.94 2.36 -5.26
C -3.35 1.28 3.22
H 2.85 -3.29 3.03
H 1.48 2.87 -7.27
H -2.01 -0.16 2.57
C -0.94 4.39 -5.45
C -2.53 -0.46 -3.05
C 0.76 -1.56 2.87
H 5.39 5.44 3.80
C 0.31 -2.55 5.12
C 3.07 1.16 3.26
C 2.23 -3.33 3.91
C -1.84 -0.81 -1.81
C -2.27 -1.74 -0.90
H -1.32 1.01 3.45
H -4.98 -5.29 -2.29
C -3.58 -2.40 -1.17
C 1.12 -2.50 3.98
H -3.45 -0.89 -3.40
C 1.94 2.86 0.04
Na -0.58 0.91 0.44
C -0.11 4.10 -6.52
C -0.68 0.78 -2.72
I -7.93 -4.43 -1.98
C -1.74 -3.36 1.01
C 0.60 -3.42 6.16
C -5.99 -2.27 -1.13
C -0.24 -2.02 2.00
C 3.73 6.53 2.97
H -4.07 3.11 2.34
H -6.89 -1.71 -0.92
C -4.92 -4.29 -1.90
C -4.75 -1.69 -0.90
C 2.57 6.46 2.23
H -1.46 3.86 -3.43
H -2.40 -4.17 0.73
H -0.66 -4.09 2.78
C 1.72 -4.24 6.06
H 1.67 1.57 -5.18
N 1.23 0.70 1.98
I -0.28 5.21 -8.28
H 4.67 3.31 2.91
O -4.19 1.15 0.44
C 2.54 -4.20 4.94
H -2.31 2.98 2.38
C -0.86 -3.32 2.05
O -2.38 2.40 -0.03
I 2.18 -5.55 7.63
C 2.62 -0.06 3.65
N -0.70 -0.05 -1.69
C 1.88 3.60 -2.10
C -3.68 -3.70 -1.67
H 3.96 1.64 3.63
C 4.47 5.39 3.22
H -1.68 5.18 -5.52
N -2.16 0.44 3.37
C -3.23 2.41 2.21
H -0.56 -1.91 5.16
C 4.04 4.17 2.72
H -0.03 -3.46 7.03
H -2.01 1.03 -4.55
C 2.39 3.91 -0.90
C -6.06 -3.56 -1.63
N 1.19 1.95 -0.63
H -3.59 1.69 4.20
H 1.97 7.34 2.05
C 0.83 3.09 -6.43

Computed properties:
spin multiplicity	1
frontier orbital gap	4.641	eV
total charge	-2
largest force on an atom	0.3	eV/Å

Here are the Löwdin charges for atoms 1 to 4, given in e:
1. H 0.0966
2. C -0.0364
3. C -0.1621
4. H 0.0848

***

8.
DFT (the ωB97M-V functional and the def2-TZVPD basis) results for a molecular structure, C18H4Br4F5NO4SeV at a distorted geometry.

Geometry (Å):
C 0.65 -3.16 0.20
C -2.60 0.91 0.41
V -0.13 -0.58 -1.22
C 1.21 -4.34 -2.20
Br 2.84 -0.15 2.56
C 2.92 2.39 1.20
F -1.71 -0.46 2.07
F -3.94 4.28 0.58
N 0.34 -2.51 -0.92
C 1.27 0.84 0.42
Br 4.37 2.77 2.33
Br 1.00 4.19 -2.07
H 1.99 -6.00 -1.06
H 0.42 -2.65 1.13
C 0.22 -2.22 -3.27
O -0.30 -1.12 -2.78
C -2.33 0.69 1.76
H 1.47 -4.90 1.12
O 0.15 1.18 -1.48
F -2.44 1.40 4.01
C 1.52 -5.02 -1.03
C -2.67 1.63 2.73
C -3.15 2.13 0.03
F -3.61 3.73 3.24
O 0.38 -2.51 -4.42
F -3.34 2.33 -1.27
C -3.45 3.11 0.97
C 0.61 -3.10 -2.10
Br 3.36 5.00 0.15
Se -2.37 -0.49 -0.87
C 2.29 1.15 1.31
C 1.54 3.01 -0.71
O 0.63 -0.27 0.26
H 1.43 -4.74 -3.18
C 1.23 -4.42 0.18
C 2.52 3.33 0.23
C 0.94 1.74 -0.64
C -3.25 2.84 2.33

Computed properties:
spin multiplicity	1
frontier orbital gap (alpha / beta)	5.748 / 5.765	eV
total charge	+1
largest force on an atom	4.5	eV/Å

Here are the Löwdin charges for atoms 1 to 4, given in e:
1. C -0.0486
2. C -0.4021
3. V 0.8284
4. C 0.0587